65
Properties=species:S:1:pos:R:3:forces:R:3 method="wB97M-V/def2-TZVPD" homo_lumo_gap_ev="5.097 / 6.074" e_above_lowest_ev=0.394 total_energy_ev=-125544.6430 total_charge=-2 lumo_ev="4.06 / 4.06" multiplicity=3
Ni -1.0803 -0.8737 -0.4856 0.07 -0.37 -0.36
C 4.3802 0.7870 5.0157 -0.06 0.02 -0.04
C 3.0124 0.7624 4.3775 0.02 -0.01 0.02
C 2.3722 -0.4395 4.0948 0.01 0.00 -0.01
C 1.1140 -0.4600 3.5070 0.05 0.00 -0.06
C 0.4793 0.7298 3.1964 -0.06 0.09 0.04
C 1.1054 1.9393 3.4666 0.06 -0.04 0.00
C 2.3630 1.9517 4.0525 -0.03 0.00 -0.02
S -1.1728 0.7243 2.4879 0.06 -0.20 0.02
O -2.0313 0.7158 3.6622 -0.05 0.02 0.03
O -1.2044 1.9367 1.6887 0.00 0.06 -0.13
N -1.3152 -0.5434 1.5970 -0.20 -0.07 0.22
C -1.8666 -1.7588 2.2161 0.16 0.03 -0.31
C -2.7453 -2.5312 1.2240 -0.12 -0.05 -0.17
O -3.5785 -3.3253 1.6902 0.25 0.18 -0.21
O -2.4912 -2.3224 -0.0106 -0.05 0.08 0.16
H 4.7930 -0.2196 5.0966 0.00 0.02 -0.01
H 4.3363 1.2151 6.0213 0.02 -0.01 -0.01
H 5.0769 1.3930 4.4307 -0.01 -0.03 0.02
H 2.8754 -1.3767 4.3145 -0.02 0.03 -0.01
H 0.6425 -1.3992 3.2458 0.03 0.05 0.03
H 0.6061 2.8577 3.1809 0.04 -0.04 0.04
H 2.8603 2.8990 4.2477 -0.03 -0.04 -0.02
H -2.4408 -1.5570 3.1126 -0.06 0.10 0.11
H -1.0705 -2.4762 2.4777 0.01 0.11 0.06
F 6.6946 -1.2142 -2.2584 0.29 -0.07 -0.10
C 5.4711 -0.9234 -1.7893 -0.14 0.03 0.04
C 4.7055 -1.8862 -1.1683 -0.08 -0.03 0.02
F 5.2057 -3.1246 -1.0314 0.06 -0.21 0.03
C 3.4448 -1.5835 -0.6947 -0.03 0.06 0.02
F 2.7684 -2.5668 -0.0982 -0.06 -0.17 0.09
C 2.8744 -0.3092 -0.7944 0.05 0.04 -0.37
S 1.3451 0.0921 -0.1160 0.04 0.26 0.44
C 3.6842 0.6292 -1.4504 -0.06 -0.10 0.06
F 3.2426 1.8810 -1.6288 -0.04 0.20 -0.02
C 4.9464 0.3432 -1.9268 -0.07 0.04 0.00
F 5.6804 1.2916 -2.5347 0.09 0.16 -0.09
C -6.5167 0.9808 -1.0980 0.03 0.02 0.01
C -5.6479 1.9205 -0.2646 0.04 -0.15 -0.04
C -4.1961 1.8077 -0.6234 0.25 0.22 -0.03
N -3.5752 0.7022 -0.7721 0.08 -0.15 -0.17
N -2.2334 0.8379 -1.0358 -0.17 0.25 0.47
C -1.8399 2.0836 -1.0406 -0.16 -0.03 -0.09
N -0.5679 2.5016 -1.2625 -0.15 -0.06 -0.10
S -3.1543 3.2016 -0.8129 0.03 -0.11 0.06
H -7.5589 1.0321 -0.7751 0.01 -0.01 -0.01
H -6.1619 -0.0433 -0.9865 -0.01 0.03 -0.02
H -6.4667 1.2454 -2.1569 0.00 -0.03 0.04
H -5.7455 1.6680 0.7943 -0.01 0.04 0.01
H -5.9679 2.9574 -0.3801 -0.02 0.02 -0.01
H 0.1471 1.8107 -1.0057 0.10 -0.11 -0.08
H -0.3563 3.4119 -0.8911 -0.01 0.02 0.10
C -1.0009 -0.0473 -4.1320 0.01 -0.09 0.02
C -0.0786 -1.1313 -3.5734 0.06 -0.08 0.01
C 0.1181 -2.1970 -4.6629 0.11 0.05 -0.06
C -0.5946 -1.7556 -2.2780 -0.22 0.05 0.23
H -0.6752 0.2794 -5.1283 -0.03 -0.01 0.03
H -1.0265 0.8224 -3.4824 -0.04 0.10 0.11
H -2.0229 -0.4382 -4.2133 0.06 0.04 0.00
H 0.9063 -0.6819 -3.3825 -0.04 0.08 0.03
H -0.8519 -2.6389 -4.9194 0.05 -0.01 0.00
H 0.7706 -3.0006 -4.3096 -0.04 0.03 -0.01
H 0.5559 -1.7725 -5.5805 -0.05 -0.06 0.08
H 0.1599 -2.4810 -1.9361 -0.02 -0.14 -0.05
H -1.5021 -2.3336 -2.5075 0.00 -0.06 -0.05


60
Properties=species:S:1:pos:R:3:forces:R:3 method="wB97M-V/def2-TZVPD" homo_lumo_gap_ev=5.925 e_above_lowest_ev=0.000 total_energy_ev=-61537.6099 total_charge=+1 lumo_ev=-3.30
K 0.4355 1.6312 -2.5642 0.47 0.83 0.18
O 2.7902 3.8119 -4.0503 -0.08 0.99 -0.90
C 2.9647 4.8500 -4.6776 -0.85 -0.60 1.40
O 0.2931 5.0607 -3.4704 1.16 1.60 -0.18
C 1.0217 6.0141 -3.6549 -0.39 -0.85 0.13
O 0.7560 7.2904 -3.2544 0.48 -0.45 -0.80
N 2.2532 6.0289 -4.3647 -0.33 -0.53 0.16
C 1.6989 8.2082 -3.8825 -0.69 0.50 0.83
C 2.6849 7.3934 -4.6773 0.27 -0.82 -0.49
H 2.2014 8.7664 -3.0868 -0.29 -0.03 -0.13
H 1.1253 8.8830 -4.5245 0.08 -0.06 0.27
H 3.7191 7.5620 -4.3559 -0.22 -0.04 -0.09
H 2.5953 7.6009 -5.7535 0.10 -0.06 0.28
C 3.9120 4.9759 -5.7882 0.75 -0.75 -0.59
C 4.4260 3.8459 -6.3123 -0.19 1.02 0.00
H 4.1476 5.9852 -6.1447 0.06 -0.63 -0.07
H 4.1373 2.8613 -5.9357 0.12 0.45 -0.02
H 5.1219 3.9043 -7.1479 -0.15 -0.10 0.19
F -0.4583 -4.3220 -1.2301 0.01 0.41 0.59
C -0.5200 -3.3241 -0.2787 -0.15 -0.13 -0.16
C 0.0407 -2.1078 -0.5729 -0.22 0.14 0.78
C -0.0944 -1.0516 0.3536 0.17 -0.72 0.28
C 0.6753 0.1882 0.1746 0.62 0.78 -0.54
O 1.6143 0.2755 -0.6473 -1.09 -0.79 0.40
C 0.2144 1.3071 0.9683 -0.78 -0.66 0.64
C -0.6277 1.0575 2.0248 1.20 -0.19 -0.42
N -0.9467 -0.2045 2.4592 0.39 -0.57 -2.19
C -1.5974 -0.3471 3.7023 -0.91 0.12 0.95
C -1.4547 0.7156 4.7534 0.53 0.03 0.22
C -2.7145 0.6174 3.9631 -0.82 -0.15 0.34
C -0.8484 -1.2579 1.5350 0.08 0.69 0.65
C -1.4279 -2.5052 1.8178 0.40 -1.03 -0.65
C -1.1939 -3.5935 0.9430 0.43 1.62 -0.10
N -1.5972 -4.8730 1.2685 -0.81 -0.78 0.20
C -2.7775 -5.1014 2.0834 0.38 0.36 -0.34
C -2.3779 -5.8015 3.3730 -0.10 0.70 -0.02
N -1.6188 -7.0147 2.9741 -0.26 -1.18 0.48
C -0.4484 -6.8495 2.0797 0.61 0.67 -0.53
C -0.9281 -6.0858 0.8466 -0.03 0.36 0.02
C 0.6976 2.7373 0.7462 0.00 0.70 0.22
O 0.6784 3.4212 1.7935 0.11 -0.17 -1.01
O 1.0218 3.0224 -0.4398 -0.43 -0.01 0.65
H 0.6195 -1.9474 -1.4792 -0.11 -0.09 0.16
H -0.9982 1.8601 2.6547 0.51 0.07 -0.35
H -1.6948 -1.3591 4.0799 0.11 0.23 -0.24
H -1.4845 0.3775 5.7872 0.09 0.12 -0.24
H -0.7697 1.5352 4.5492 -0.15 -0.15 0.18
H -2.8784 1.3747 3.1941 -0.17 -0.34 0.30
H -3.5891 0.2293 4.4807 0.04 0.30 -0.21
H -2.0210 -2.6626 2.7262 0.49 0.12 -0.49
H -3.4998 -5.7251 1.5187 0.12 0.14 0.24
H -3.2494 -4.1393 2.3006 -0.09 -0.37 -0.03
H -1.7140 -5.1973 3.9982 -0.13 0.02 -0.17
H -3.2519 -6.1116 3.9512 0.19 -0.11 -0.01
H -1.3225 -7.5218 3.8102 -0.20 -0.15 -0.08
H -2.2746 -7.5952 2.4502 -0.13 -0.38 0.22
H -0.0586 -7.8374 1.8147 -0.18 0.09 0.18
H 0.3149 -6.2966 2.6353 -0.12 -0.01 -0.16
H -1.6424 -6.7090 0.2790 0.27 -0.02 0.00
H -0.0804 -5.8501 0.2033 -0.17 -0.17 0.10


61
Properties=species:S:1:pos:R:3:forces:R:3 method="wB97M-V/def2-TZVPD" homo_lumo_gap_ev="3.930 / 6.424" e_above_lowest_ev=0.000 total_energy_ev=-139748.3377 total_charge=-2 lumo_ev="4.43 / 4.41" multiplicity=4
Pt 1.5596 -0.0245 -0.9828 -0.48 -0.51 -0.60
C 3.7833 1.7500 2.1691 0.02 -0.01 0.05
C 4.3692 1.9271 0.7856 -0.18 -0.08 0.11
O 3.3274 2.4492 -0.0458 0.07 0.12 -0.14
P 3.2337 2.1800 -1.6215 0.78 0.45 -0.25
S 3.6741 0.2318 -2.0097 -0.25 0.20 0.12
S 1.6811 3.0725 -2.3590 -0.09 -0.07 -0.08
O 4.6011 2.9680 -2.1042 -0.08 -0.02 0.28
C 4.8176 3.1539 -3.4923 0.08 -0.05 0.01
C 6.2001 3.7435 -3.6709 0.03 0.04 -0.02
H 4.5420 1.3395 2.8425 -0.06 0.01 0.00
H 2.9306 1.0673 2.1346 0.11 0.00 0.03
H 3.4403 2.7067 2.5695 0.03 -0.02 -0.02
H 4.7144 0.9715 0.3897 -0.02 -0.05 -0.07
H 5.2055 2.6298 0.7714 0.02 0.06 -0.01
H 4.0490 3.8163 -3.8946 -0.06 0.03 0.00
H 4.7381 2.1955 -4.0156 -0.01 -0.04 0.01
H 6.2743 4.7021 -3.1519 0.00 -0.04 -0.03
H 6.4101 3.9022 -4.7325 0.00 0.00 0.04
H 6.9571 3.0726 -3.2601 -0.02 0.01 -0.02
C -3.8670 -1.4355 3.9464 0.01 -0.03 -0.01
C -4.3146 -0.2960 3.0325 0.08 0.07 -0.04
C -5.6717 -0.6180 2.4274 0.00 -0.02 -0.09
C -6.1086 0.4834 1.4771 0.01 0.00 -0.01
C -5.0724 0.6552 0.4010 0.08 -0.05 0.08
C -5.4559 1.0378 -0.9079 -0.10 0.04 -0.02
C -4.4671 1.1689 -1.8594 0.11 -0.01 0.05
F -4.8428 1.5381 -3.1215 -0.04 0.02 -0.04
C -3.1344 0.9490 -1.6132 -0.04 0.01 -0.06
C -2.7319 0.5471 -0.3098 0.07 -0.07 0.19
C -1.3572 0.3263 -0.0182 0.03 0.04 -0.16
O -0.4961 0.4909 -0.9687 -0.26 0.07 0.18
C -1.0206 0.0158 1.3514 0.27 -0.01 -0.06
C -2.0014 -0.1231 2.2644 -0.26 0.05 0.03
N -3.3401 -0.0329 1.9705 -0.07 -0.12 0.01
C -3.7450 0.3936 0.6868 0.01 0.03 0.05
C 0.3754 -0.1801 1.8883 0.00 0.24 -0.13
O 0.5759 -0.0407 3.0981 0.02 -0.16 -0.02
O 1.3041 -0.5126 1.0603 0.15 -0.14 0.35
H -4.7203 -1.7763 4.5387 0.03 0.02 0.00
H -3.0771 -1.1421 4.6364 -0.01 -0.01 -0.03
H -3.4993 -2.2709 3.3464 -0.04 0.00 0.03
H -4.4302 0.6124 3.6429 -0.01 0.05 0.01
H -6.3858 -0.7596 3.2425 -0.02 0.00 0.00
H -5.5912 -1.5618 1.8764 -0.03 0.00 0.03
H -6.2466 1.4124 2.0458 -0.04 0.02 -0.01
H -7.0761 0.2448 1.0267 0.00 -0.02 -0.01
H -6.4956 1.2144 -1.1569 0.05 0.00 -0.01
H -2.3820 1.0654 -2.3809 -0.05 -0.01 0.03
H -1.7298 -0.3101 3.2897 0.01 -0.03 0.02
Se 0.8210 -1.9095 -2.6650 0.08 -0.01 0.23
C 1.4877 -3.4815 -1.8590 0.06 0.02 0.09
C 1.5085 -4.6957 -2.5541 0.00 -0.07 -0.02
C 1.9748 -5.8395 -1.9301 0.01 0.03 0.06
N 2.4291 -5.8890 -0.6739 -0.04 0.10 -0.06
C 2.4113 -4.7219 -0.0163 -0.02 -0.06 -0.10
C 1.9664 -3.5221 -0.5435 -0.01 -0.04 -0.04
H 1.1612 -4.7373 -3.5805 0.01 -0.03 0.04
H 1.9868 -6.7813 -2.4739 0.00 0.00 -0.02
H 2.7748 -4.7520 1.0060 0.01 0.02 0.02
H 1.9750 -2.6210 0.0557 0.00 0.00 0.07


53
Properties=species:S:1:pos:R:3:forces:R:3 method="wB97M-V/def2-TZVPD" homo_lumo_gap_ev=7.326 e_above_lowest_ev=0.431 total_energy_ev=-45291.7212 lumo_ev=-0.43
C 2.4625 -0.0513 3.0862 0.69 -0.40 -0.62
C 2.5792 -0.7522 1.8723 0.23 0.58 0.57
C 2.1339 0.0771 0.8090 -0.28 0.39 0.17
H 2.9613 -1.7627 1.7373 -0.15 0.28 0.20
C 1.6602 1.2808 1.3408 0.33 0.14 -0.28
C 1.9472 1.2775 2.7781 -1.38 -0.18 0.05
H 1.1980 2.1056 0.7694 0.48 -0.57 0.49
C -0.9265 -1.5911 2.9479 0.70 0.21 0.32
C -0.0647 -2.4875 2.1940 -0.01 0.20 -0.02
C -0.4011 -2.4017 0.8525 -0.12 -0.34 0.54
H 0.7020 -3.1322 2.6221 -0.21 0.33 -0.10
C -1.4823 -1.4850 0.6924 -0.23 0.27 1.27
C -1.8425 -1.0018 1.9658 0.16 -0.39 -1.10
H 2.1960 -0.1687 -0.2615 -0.35 0.07 0.64
H 2.0835 2.1731 3.3984 -0.03 -0.42 -0.32
H 2.8153 -0.3731 4.0652 -0.05 0.09 -0.29
H -2.7497 -0.4702 2.2139 0.03 0.17 0.01
H 0.0150 -3.0095 0.0352 -0.02 0.48 0.63
H -1.1034 -1.6640 4.0379 -0.40 -0.56 -0.66
In -0.1271 0.4905 3.4289 1.27 -0.58 -1.78
C -2.2706 -1.3240 -0.5794 -0.01 -0.63 -0.67
C -3.4976 -2.2712 -0.4536 -0.07 0.27 0.08
C -1.4548 -1.7999 -1.8172 0.01 0.09 0.21
H -3.1801 -3.3204 -0.3621 -0.01 0.36 0.02
H -4.1434 -2.1822 -1.3337 0.02 -0.04 0.03
H -4.0852 -2.0097 0.4402 0.14 -0.11 -0.29
H -1.2051 -2.8714 -1.7258 -0.12 0.46 -0.05
H -0.5163 -1.2329 -1.9253 -0.28 -0.18 0.03
H -2.0475 -1.6810 -2.7406 0.15 0.01 0.31
C -2.7895 0.1108 -0.7876 -0.35 0.40 -0.05
C -1.7173 1.1976 -1.0040 -0.31 -0.23 -0.20
H -3.3845 0.3872 0.0976 0.30 0.09 -0.27
H -3.5006 0.1077 -1.6415 0.44 0.01 0.31
O -1.1889 1.8266 -0.1025 -0.11 -0.29 0.24
N -1.3799 1.4500 -2.3037 -0.18 0.21 -0.31
C -0.3832 2.4609 -2.6390 -0.06 0.02 -0.22
H -1.9034 1.0648 -3.0821 0.07 -0.08 0.59
C 1.0083 1.8808 -2.7688 0.51 -0.15 0.08
C 2.0984 2.5325 -2.1711 -0.21 -0.21 -0.21
H 1.9027 3.4549 -1.6083 0.23 -0.41 -0.20
C 3.3892 2.0074 -2.2885 -0.09 0.00 -0.02
H 4.2268 2.5199 -1.8006 -0.34 -0.25 -0.25
C 3.5999 0.8216 -3.0028 -0.16 0.08 0.15
H 4.6084 0.4047 -3.0849 -0.40 0.16 0.02
C 2.5137 0.1560 -3.5832 -0.22 0.20 0.15
H 2.6682 -0.7884 -4.1085 -0.02 0.31 0.10
C 1.2198 0.6849 -3.4693 0.43 0.18 0.10
H 0.3687 0.1725 -3.9282 0.33 0.10 0.17
H -0.3713 3.2420 -1.8701 -0.17 -0.21 -0.16
H -0.6971 2.9150 -3.5941 0.16 -0.08 0.32
S -1.1924 1.8794 5.1033 -0.35 0.31 -0.06
C -0.5652 0.8911 6.3059 1.14 -2.07 3.63
N -0.1870 0.2596 7.2437 -1.11 1.93 -3.26